Record 1
The following is a DFT calculation (ωB97M-V/def2-TZVPD) of a structure of composition C21H31N3OP2Sc.

Calculated values
HOMO-LUMO gap	5.6	eV
charge	+1

Last column: Mulliken charge in e.
CARTESIAN COORDINATES (ANGSTROEM)
C  -1.7120  2.8154  -3.0976  -0.61
C  -1.4083  1.4890  -2.7727  0.08
C  -0.0404  1.0304  -2.9558  0.25
C  0.9639  2.0015  -2.6530  1.26
C  0.6381  3.3829  -2.8114  -0.72
C  -0.6671  3.7697  -3.1614  -0.52
C  2.1435  1.5106  -2.0353  -2.02
C  2.5457  0.1912  -2.3371  1.27
C  1.5005  -0.7289  -2.6701  0.34
C  1.7583  -2.1082  -2.2529  -0.17
C  3.0718  -2.5814  -2.2404  -0.59
C  4.1270  -1.6555  -2.2392  -0.59
C  3.8618  -0.2987  -2.1667  -0.69
H  -2.7541  3.1322  -3.2227  0.42
H  1.4303  4.1258  -2.6157  0.38
H  -0.8944  4.8175  -3.4255  0.38
H  2.8726  2.2231  -1.6466  0.60
H  3.2430  -3.6485  -2.1409  0.44
H  5.1487  -2.0353  -2.2479  0.40
H  4.6372  0.4324  -1.9653  0.42
N  0.2834  -0.2942  -3.0890  -0.62
Sc  0.7338  0.6418  1.1201  -0.13
C  -2.3114  0.6256  -1.9428  -1.27
H  -2.2435  -0.4178  -2.2869  0.41
H  -3.3539  0.9935  -1.9528  0.66
C  0.6638  -2.8094  -1.5252  -1.28
H  -0.3061  -2.6726  -2.0272  0.44
H  0.8672  -3.8774  -1.4102  0.72
P  -1.6714  0.6268  -0.1697  1.38
P  0.5173  -2.0655  0.1887  1.27
C  1.6212  -3.0931  1.2149  -1.33
H  1.3300  -3.0004  2.2718  0.38
H  1.5626  -4.1514  0.9313  0.44
H  2.6448  -2.7392  1.0905  0.41
C  -0.9988  -3.0876  0.5873  -1.68
H  -0.8124  -4.1558  0.3631  0.52
H  -1.2793  -3.0530  1.6504  0.37
H  -1.8677  -2.8029  -0.0153  0.33
C  -2.2164  2.2882  0.4278  -1.40
H  -3.2843  2.4400  0.2061  0.38
H  -2.0742  2.3656  1.5208  0.38
H  -1.6280  3.0785  -0.0595  0.34
C  -3.0703  -0.3262  0.5334  -1.28
H  -3.0359  -0.3603  1.6356  0.25
H  -4.0336  0.1276  0.2382  0.49
H  -3.0600  -1.3582  0.1580  0.34
H  1.2422  1.0721  -0.3042  0.04
H  1.5667  -0.9224  0.2611  -0.09
C  0.2156  2.1994  5.2182  -0.79
N  -0.6271  1.0100  5.0433  -0.25
C  -0.6603  0.2258  3.9735  0.71
N  -1.5413  -0.7800  4.0472  -0.30
O  0.0805  0.3775  2.9170  -0.54
H  0.7645  2.4475  4.2973  0.24
H  0.9070  2.0742  6.0623  0.31
H  -0.3936  3.0553  5.5335  0.32
H  -1.2896  0.7663  5.7889  0.19
H  -1.5801  -1.4478  3.2951  0.10
H  -2.1274  -0.8658  4.8657  0.20

Record 2
The following is a DFT calculation (ωB97M-V/def2-TZVPD) of the molecule C19H24N2O.

Calculated values
SMILES string	O[C@H](CN1CCN(Cc2ccccc2)CC1)c1ccccc1
HOMO-LUMO gap	8.7	eV

Last column: Mulliken charge in e.
CARTESIAN COORDINATES (ANGSTROEM)
O  -2.5428  -0.1856  3.1492  -0.56
C  -1.6764  -0.3104  2.0352  -0.12
C  -1.2413  -1.7993  1.8931  -1.30
N  -0.4075  -2.1784  0.7888  0.17
C  1.0210  -1.9071  0.8760  -1.38
C  1.5288  -1.0356  -0.2686  0.37
N  1.2835  -1.6749  -1.5520  0.09
C  1.4548  -0.7737  -2.6827  -1.67
C  0.5185  0.4122  -2.7133  0.98
C  -0.7596  0.3052  -3.2503  -0.37
C  -1.6352  1.3762  -3.2151  -0.66
C  -1.2433  2.5766  -2.6471  -0.45
C  0.0329  2.7016  -2.1261  -0.71
C  0.9053  1.6272  -2.1583  -0.09
C  0.0640  -2.4677  -1.5485  -1.21
C  -0.9578  -1.9634  -0.5318  -0.30
C  -0.5090  0.6126  2.2601  0.44
C  -0.1458  1.5491  1.3021  -0.44
C  0.9392  2.3826  1.5141  -0.16
C  1.6648  2.2949  2.6885  -0.69
C  1.2934  1.3783  3.6584  -0.55
C  0.2131  0.5426  3.4458  -0.40
H  -3.2574  -0.8259  3.0615  0.38
H  -2.2089  -0.0052  1.1195  0.31
H  -2.1635  -2.3932  1.8145  0.53
H  -0.7346  -2.0925  2.8161  0.41
H  1.5549  -2.8670  0.8500  0.41
H  1.2537  -1.4139  1.8215  0.45
H  1.0482  -0.0479  -0.1945  -0.30
H  2.6097  -0.8902  -0.1624  0.50
H  2.4891  -0.4169  -2.6431  0.42
H  1.3350  -1.3694  -3.5918  0.55
H  -1.0740  -0.6216  -3.7090  0.37
H  -2.6252  1.2746  -3.6359  0.42
H  -1.9264  3.4128  -2.6181  0.40
H  0.3488  3.6406  -1.6949  0.39
H  1.9033  1.7339  -1.7564  0.31
H  -0.3705  -2.4835  -2.5478  0.47
H  0.3291  -3.4977  -1.2802  0.30
H  -1.8879  -2.5364  -0.6128  0.57
H  -1.1890  -0.9060  -0.7462  0.14
H  -0.7185  1.6361  0.3884  0.34
H  1.2140  3.1056  0.7604  0.41
H  2.5107  2.9462  2.8534  0.42
H  1.8475  1.3159  4.5837  0.40
H  -0.0886  -0.1613  4.2066  0.41

Record 3
The following is a DFT calculation (ωB97M-V/def2-TZVPD) of the molecule C4H7NO2.

Calculated values
SMILES string	O=CN1CC(O)C1
HOMO-LUMO gap	10.4	eV

Last column: Mulliken charge in e.
CARTESIAN COORDINATES (ANGSTROEM)
O  2.2459  1.4631  -0.6353  -0.56
C  1.9265  0.3133  -0.4095  0.15
N  0.9062  -0.0510  0.4166  0.00
C  0.0281  -1.2150  0.2121  -0.71
C  -1.1832  -0.2616  0.2097  0.22
O  -1.6203  -0.0887  -1.1172  -0.52
C  -0.2196  0.8462  0.6909  -0.69
H  2.4480  -0.5604  -0.8458  0.32
H  0.0614  -1.9140  1.0533  0.25
H  0.1743  -1.7478  -0.7319  0.35
H  -2.0119  -0.5203  0.8814  0.31
H  -1.9022  0.8277  -1.2303  0.32
H  -0.3073  1.1005  1.7526  0.24
H  -0.1924  1.7603  0.0874  0.31